Record 1
This record from the OMol25 dataset describes a molecular structure, C51H52KN8OS3Si2. The level of theory is wB97M-V/def2-TZVPD.

Last column: Mulliken charge in e.
Atoms and positions in Å:
K -2.1702 -0.4722 0.1013  1.115
N -1.0556 -2.4233 -1.5319  -1.207
S 0.1543 -2.8193 -0.8602  2.028
N 0.9290 -1.6172 0.0342  0.186
S 1.9179 -1.2182 1.1031  1.108
N 1.8326 0.1877 1.6841  -0.112
S 0.9991 1.5029 1.0384  0.591
N -0.4089 1.4799 0.7312  -0.310
C 1.5485 2.6728 2.2869  0.242
C 2.1762 2.3023 3.4662  -0.460
C 2.4373 3.2726 4.4251  -0.847
C 2.0740 4.5923 4.2003  -0.535
C 1.4360 4.9496 3.0193  -0.849
C 1.1618 3.9882 2.0606  0.173
C 2.0344 1.9056 -0.3802  0.545
C 3.2947 2.4758 -0.2920  -0.545
C 3.9975 2.7389 -1.4597  -0.910
C 3.4368 2.4308 -2.6923  -0.934
C 2.1642 1.8780 -2.7667  -0.597
C 1.4489 1.6214 -1.6067  0.238
C 3.6095 -1.4173 0.5472  0.161
C 4.0001 -2.5527 -0.1509  0.191
C 5.2966 -2.6500 -0.6263  -1.313
C 6.1958 -1.6134 -0.4097  -0.899
C 5.8009 -0.4863 0.2943  -0.827
C 4.5059 -0.3868 0.7825  -0.505
C 1.7715 -2.2754 2.5249  0.001
C 2.8560 -2.8968 3.1193  -0.009
C 2.6320 -3.7224 4.2142  -0.913
C 1.3437 -3.9199 4.6875  -0.611
C 0.2653 -3.2835 4.0823  -0.691
C 0.4772 -2.4493 3.0005  -0.691
C 1.4877 -3.2958 -1.9522  -0.702
C 2.0642 -2.2439 -2.6551  0.170
C 3.0546 -2.5139 -3.5831  -0.809
C 3.4547 -3.8255 -3.8124  -0.610
C 2.8484 -4.8694 -3.1290  -0.814
C 1.8511 -4.6103 -2.1957  0.160
C 0.0018 -4.1376 0.3536  -0.268
C 1.0652 -4.7994 0.9575  0.548
C 0.8068 -5.7516 1.9287  -0.971
C -0.5045 -6.0241 2.3033  -0.825
C -1.5601 -5.3553 1.7039  -0.788
C -1.3071 -4.4126 0.7144  -0.504
H 2.4485 1.2696 3.6294  0.437
H 2.9206 2.9920 5.3522  0.440
H 2.2771 5.3436 4.9529  0.373
H 1.1333 5.9745 2.8496  0.456
H 0.6300 4.2512 1.1543  0.198
H 3.7180 2.7245 0.6742  0.468
H 4.9774 3.1971 -1.4067  0.453
H 3.9841 2.6479 -3.6013  0.412
H 1.7021 1.6787 -3.7253  0.426
H 0.4282 1.2519 -1.6421  0.339
H 3.3014 -3.3488 -0.3497  0.542
H 5.5955 -3.5292 -1.1818  0.492
H 7.2050 -1.6855 -0.7941  0.385
H 6.4976 0.3242 0.4630  0.471
H 4.1817 0.4799 1.3387  0.515
H 3.8570 -2.7484 2.7365  0.530
H 3.4689 -4.2161 4.6911  0.406
H 1.1745 -4.5747 5.5324  0.445
H -0.7421 -3.4432 4.4434  0.486
H -0.3565 -1.9493 2.5222  0.675
H 1.7340 -1.2283 -2.4681  0.335
H 3.5138 -1.6991 -4.1279  0.487
H 4.2300 -4.0345 -4.5386  0.415
H 3.1406 -5.8926 -3.3280  0.429
H 1.3625 -5.4242 -1.6775  0.557
H 2.0879 -4.5794 0.6881  0.277
H 1.6304 -6.2696 2.4038  0.448
H -0.7051 -6.7568 3.0746  0.435
H -2.5769 -5.5482 2.0176  0.485
H -2.1141 -3.8779 0.2283  0.550
C -5.0748 0.4501 -1.7556  -0.507
Si -4.7026 2.1783 -1.0929  -0.140
C -6.1071 3.2441 -1.8054  -1.281
C -5.0748 2.1450 0.7612  -0.955
C -3.0819 2.8515 -1.5934  1.431
C -2.3264 2.1663 -2.6043  -0.885
C -1.7992 2.8375 -3.7515  -0.688
C -1.0653 2.1706 -4.6987  -0.427
C -0.8577 0.7952 -4.5607  -0.902
C -1.4260 0.1852 -3.4549  -0.618
N -2.1104 0.8206 -2.5019  0.568
Si -2.4337 4.4215 -0.9580  0.029
C -3.2304 6.0274 -1.6054  -1.254
C -2.5638 4.5865 0.9227  -1.146
C -0.5752 4.6386 -1.2951  -0.203
H -6.0955 0.1745 -1.4744  0.335
H -4.4109 -0.3238 -1.3748  -0.089
H -4.9971 0.4316 -2.8457  0.306
H -7.0917 2.9116 -1.4619  0.324
H -6.0913 3.2057 -2.8982  0.293
H -5.9775 4.2905 -1.5148  0.263
H -6.0443 1.6622 0.9150  0.373
H -5.1303 3.1490 1.1869  0.396
H -4.3349 1.5782 1.3302  0.169
H -2.0330 3.8869 -3.8775  0.448
H -0.6848 2.7039 -5.5649  0.390
H -0.3169 0.2138 -5.2978  0.463
H -1.3155 -0.8842 -3.3053  0.431
H -4.3025 6.0459 -1.3902  0.299
H -3.1214 6.1015 -2.6917  0.297
H -2.7794 6.9175 -1.1543  0.310
H -3.5970 4.5919 1.2721  0.393
H -2.1033 5.5299 1.2395  0.321
H -2.0488 3.7555 1.4109  0.207
H -0.3086 4.4847 -2.3397  0.370
H -0.0209 3.8969 -0.7155  -0.638
H -0.2471 5.6420 -1.0041  0.499
O -4.4600 -1.1404 1.2694  -0.512
N -4.1155 -2.1977 1.8493  0.015
C -5.0789 -2.9839 2.3421  0.597
C -6.4679 -2.6739 2.2475  0.200
N -7.5970 -2.4573 2.1812  -0.548
C -4.6511 -4.1750 2.9882  -0.020
N -4.2793 -5.1407 3.5010  -0.683

The value obtained for the calculated total energy is -132278.99400 eV. As for the frontier orbital gap: 4.3847 eV. As for the HOMO energy: -3.0160 eV. Its relative energy (zero: lowest compared OMol25 entry of this formula, charge and spin) is 28.2 kcal/mol. The charge is -1.


Record 2
This record from the OMol25 dataset describes 13 unconnected molecules or ions with the total composition C58H142O29S5. The level of theory is wB97M-V/def2-TZVPD.

Last column: Mulliken charge in e.
Atoms and positions in Å:
C -3.2276 -0.4874 5.8434  -0.109
S -4.9108 -1.2210 5.7593  0.327
O -4.7893 -2.3169 4.7550  -0.617
C -4.7841 -2.2072 7.2774  -0.860
H -2.6560 -1.4072 5.7670  -0.214
H -3.1743 0.0712 6.7782  0.606
H -3.0961 0.1993 5.0390  -0.167
H -4.0186 -2.9274 7.1064  0.135
H -5.7269 -2.7638 7.4011  0.357
H -4.6075 -1.5902 8.1699  0.386
C -0.0054 7.4981 0.2341  -0.673
S -1.4002 7.6739 -0.8474  0.569
O -1.2905 9.0688 -1.3241  -0.736
C -0.9421 6.6790 -2.2911  -0.510
H -0.3375 8.0899 1.0769  0.371
H 0.8557 7.9225 -0.2588  0.487
H 0.1932 6.4541 0.4446  -0.142
H 0.0101 7.1402 -2.5159  0.563
H -1.8363 6.8164 -2.9095  0.231
H -0.7643 5.6170 -2.0730  -0.163
C -4.4704 -2.9742 1.6711  1.513
S -5.9924 -2.1457 1.1171  -0.154
O -5.8499 -0.7163 1.5805  -0.370
C -5.7248 -2.2099 -0.7272  -0.393
H -4.5306 -4.0138 1.4065  0.293
H -4.3517 -2.9292 2.7471  -0.692
H -3.6265 -2.5462 1.1355  -0.953
H -5.8938 -3.1874 -1.1816  0.549
H -4.7268 -1.7932 -0.8745  -0.294
H -6.4951 -1.5252 -1.1189  0.275
C -5.9555 3.7516 2.7694  -1.370
S -4.8992 2.3111 2.5836  1.263
O -3.5644 2.6797 3.2031  -0.680
C -5.6760 1.1674 3.7864  -0.664
H -5.4689 4.5836 2.2070  0.245
H -6.0119 4.1112 3.7904  0.405
H -6.9501 3.6547 2.4340  0.443
H -6.7677 1.1325 3.6360  0.420
H -5.4475 1.6596 4.7317  0.648
H -5.1573 0.2631 3.4952  -0.691
C 0.3895 1.3810 -4.2731  -0.065
S -0.7646 2.6450 -4.7758  0.615
O -0.6106 3.8013 -3.8364  -0.514
C 0.0713 3.2301 -6.3273  -1.213
H -0.0661 0.8717 -3.4055  -0.797
H 1.2658 1.8981 -3.8927  -0.115
H 0.5805 0.7549 -5.1272  0.831
H 0.9240 3.7850 -5.9333  0.310
H -0.5769 3.9595 -6.7801  0.405
H 0.4168 2.4830 -7.0468  0.359
C -2.2844 5.8677 2.5713  -0.269
O -0.9094 5.6766 2.8547  -0.479
C -0.5061 4.3172 2.6381  0.683
C 0.9958 4.1349 2.8563  -0.961
O 1.7670 4.7323 1.9272  0.061
C 3.1183 4.8192 2.2289  -0.437
C 3.8880 5.6158 1.2172  -0.761
O 4.9715 4.8250 0.6918  -0.257
C 5.7593 5.5777 -0.2016  -0.763
H -3.0053 5.1900 3.0673  0.052
H -2.4106 5.8276 1.4624  0.008
H -2.5261 6.8618 2.9618  0.399
H -0.8259 3.8928 1.6288  -0.215
H -0.9367 3.6805 3.3847  0.437
H 1.2959 3.0597 2.8749  -0.090
H 1.1700 4.6090 3.8371  0.642
H 3.5246 3.8189 2.1439  -0.019
H 3.2633 5.0903 3.2729  0.463
H 4.2733 6.4817 1.6884  0.568
H 3.1418 5.8941 0.4581  0.251
H 6.5887 4.9761 -0.5680  0.222
H 6.2820 6.4086 0.2665  0.360
H 5.1752 5.9382 -1.0905  0.283
C 11.3562 1.1458 -7.8633  -0.605
O 10.9860 0.5457 -6.6785  -0.354
C 9.6451 0.1797 -6.4868  -0.733
C 8.9078 1.2482 -5.6319  -0.017
O 8.8118 2.4750 -6.2902  -0.241
C 8.4225 3.6795 -5.7088  -0.545
C 6.9172 3.9226 -5.6510  -0.595
O 6.2308 3.0504 -4.7257  -0.276
C 6.1474 3.3913 -3.3469  -0.575
H 12.3988 1.4468 -7.8069  0.231
H 10.7268 2.0486 -8.0048  0.228
H 11.3427 0.4834 -8.6874  0.295
H 9.5453 -0.7413 -5.9617  0.402
H 9.1056 0.0924 -7.4706  0.350
H 9.5334 1.3123 -4.7113  0.298
H 7.9004 0.8226 -5.4395  0.071
H 8.9243 4.5284 -6.2093  0.358
H 8.8323 3.7144 -4.6365  0.286
H 6.4743 3.7706 -6.6116  0.312
H 6.7557 4.9532 -5.2849  0.367
H 5.7256 2.5033 -2.8109  0.030
H 5.6124 4.3308 -3.3288  0.360
H 7.1717 3.6276 -3.0217  0.330
C 0.4838 -3.4515 4.9337  -0.432
O -0.8516 -3.6643 4.6146  0.460
C -1.5575 -4.6127 5.3250  -1.356
C -2.8430 -4.8445 4.5272  1.636
O -3.6251 -5.7857 5.2160  -0.613
C -4.7218 -6.2009 4.4829  -0.415
C -4.4424 -7.2617 3.4681  -0.767
O -3.7421 -6.7082 2.3327  -0.021
C -4.0034 -7.3949 1.1086  -1.027
H 0.8791 -2.6530 4.2976  -0.224
H 1.0277 -4.4186 4.7584  0.346
H 0.5674 -3.2323 6.0439  0.265
H -1.8308 -4.2458 6.3462  0.209
H -1.0145 -5.5384 5.4310  0.452
H -2.4518 -5.2909 3.6149  -0.119
H -3.3910 -3.9144 4.3796  -0.350
H -5.2862 -5.3566 4.0352  0.107
H -5.3704 -6.6413 5.2181  0.474
H -5.3638 -7.7570 3.1481  0.584
H -3.9082 -8.1170 3.9907  0.242
H -4.3748 -8.3851 1.2796  0.569
H -3.0470 -7.5345 0.6222  0.280
H -4.7071 -6.8915 0.4677  0.214
C -5.4458 5.7204 -1.3748  -0.448
O -4.1759 5.4647 -1.9740  -0.164
C -4.2171 4.7032 -3.1594  -1.090
C -4.1711 3.1756 -2.9287  0.663
O -5.3604 2.8161 -2.2561  -0.377
C -5.1428 1.8701 -1.2684  1.988
C -6.4443 1.3430 -0.8508  -0.550
O -6.9506 0.4333 -1.8490  -0.335
C -7.8431 1.0258 -2.7367  -0.639
H -5.4804 6.7761 -1.0183  0.266
H -5.5616 5.0325 -0.5242  -0.063
H -6.3392 5.5600 -2.0633  0.268
H -3.4111 4.9569 -3.8448  0.385
H -5.1494 4.9125 -3.6823  0.428
H -3.2241 3.0201 -2.4181  -0.480
H -4.0425 2.5760 -3.8633  0.231
H -4.6390 2.5026 -0.4719  0.005
H -4.4820 1.0581 -1.4955  -0.700
H -7.2097 2.1660 -0.8264  0.423
H -6.3164 0.7713 0.0877  -0.260
H -7.9367 0.3512 -3.6138  0.289
H -7.3605 1.9409 -3.1556  0.103
H -8.8382 1.2779 -2.3660  0.291
C 5.3103 -4.3890 2.8087  -0.692
O 4.3905 -3.5337 2.1834  -0.313
C 3.0807 -3.6708 2.5502  -0.811
C 2.1165 -2.5779 1.9337  1.343
O 2.0445 -1.4243 2.7155  -0.519
C 1.7137 -0.3053 1.9297  0.216
C 2.9248 0.3619 1.2427  0.668
O 3.7065 1.2976 1.9412  -0.153
C 4.2445 0.8003 3.1471  -0.883
H 5.2097 -5.4717 2.5066  0.190
H 5.3509 -4.3023 3.9470  0.274
H 6.2910 -4.0042 2.4256  0.263
H 2.8466 -3.6598 3.6194  0.473
H 2.6782 -4.5824 2.1165  -0.020
H 1.1141 -2.9598 1.6374  -0.529
H 2.6353 -2.3521 0.9666  0.201
H 1.2442 0.4651 2.5242  0.649
H 0.9792 -0.5318 1.1825  -0.564
H 2.5516 0.9318 0.4381  -0.968
H 3.5902 -0.4396 0.7396  0.107
H 4.8146 -0.1444 3.0369  0.278
H 3.4340 0.6045 3.8254  0.307
H 4.8789 1.6238 3.5188  0.291
C 3.6235 -9.5870 0.4761  -0.806
O 2.6040 -8.6321 0.3622  -0.254
C 3.0843 -7.4686 -0.2188  -0.450
C 2.0232 -6.4785 -0.4548  -0.579
O 1.6701 -5.8513 0.7598  -0.055
C 0.6412 -6.4698 1.4638  -1.760
C -0.6526 -5.8310 1.2940  2.312
O -1.1206 -5.8932 0.0057  -0.483
C -2.2757 -5.1076 -0.2118  0.583
H 3.8439 -10.0642 -0.5059  0.280
H 3.2474 -10.3679 1.1872  0.241
H 4.5523 -9.2038 0.8385  0.346
H 3.6119 -7.8040 -1.1135  0.524
H 3.8556 -7.0442 0.4187  0.145
H 1.1612 -6.8876 -0.9636  0.280
H 2.3560 -5.7093 -1.2144  0.216
H 0.8489 -6.5097 2.5295  0.257
H 0.6327 -7.5100 1.1728  0.761
H -0.6462 -4.8234 1.6901  -1.086
H -1.3246 -6.4493 1.9110  -0.177
H -3.0320 -5.2691 0.5250  -0.784
H -2.7064 -5.2546 -1.1833  0.562
H -2.0156 -4.0086 -0.2648  -0.260
C -3.0100 -0.7533 -3.6161  -0.932
O -2.0451 -0.2552 -2.6664  0.633
C -1.5331 -1.2381 -1.7574  1.407
C -0.4110 -2.1804 -2.3569  -1.160
O 0.6576 -1.4576 -2.8976  -0.401
C 1.6788 -1.0808 -1.9054  0.939
C 3.0370 -1.2855 -2.5514  -1.310
O 3.2765 -0.0915 -3.2589  0.204
C 4.5571 -0.1512 -3.7809  -0.971
H -2.6698 -1.5653 -4.2047  0.388
H -3.2111 0.0922 -4.2715  0.191
H -3.9442 -1.0413 -3.1570  0.052
H -2.3115 -1.9293 -1.3667  -0.019
H -1.0485 -0.6385 -0.9408  -1.187
H -0.8550 -2.7585 -3.1813  0.637
H -0.0551 -2.9400 -1.6237  0.209
H 1.5657 -1.8184 -1.1653  0.147
H 1.6664 -0.0100 -1.6149  -0.319
H 2.9891 -2.1139 -3.2630  0.360
H 3.8637 -1.4636 -1.7976  0.296
H 4.8293 0.8280 -4.2486  0.078
H 4.5561 -0.9636 -4.5288  0.344
H 5.3034 -0.3314 -2.9695  0.402
C 2.8057 2.7610 -1.2942  -0.875
O 1.5225 2.2239 -1.3470  1.412
C 0.5541 2.9976 -0.7381  -0.161
C -0.7932 2.3818 -0.7619  0.258
O -0.8996 1.2802 0.1894  1.153
C -2.2296 1.0535 0.5992  -0.593
C -2.2597 0.0917 1.8029  -0.632
O -1.7230 -1.1401 1.5272  0.772
C -1.6023 -1.8981 2.6527  -0.524
H 2.8975 3.6620 -1.9880  0.263
H 3.5471 1.9590 -1.6482  -0.277
H 3.1454 3.0795 -0.3052  0.130
H 0.3543 3.9378 -1.3381  -0.153
H 0.9098 3.3784 0.3012  -0.520
H -1.0477 2.0422 -1.7514  -1.162
H -1.5681 3.1835 -0.6246  0.504
H -2.7613 0.6482 -0.2626  -0.725
H -2.7097 1.9553 0.9222  0.931
H -3.3106 0.0330 2.0380  -0.326
H -1.7767 0.6391 2.6170  0.453
H -0.6711 -1.6136 3.1457  0.566
H -1.5349 -2.9655 2.3662  -0.623
H -2.3963 -1.8270 3.3642  0.168

The value obtained for the calculated total energy is -175982.31471 eV. As for the frontier orbital gap: 8.2037 eV. As for the HOMO energy: -7.8758 eV.